Entry from OMol25: C17H31Cl3EuO2P2 as an isolated structure (ωB97M-V/def2-TZVPD).

Properties
Energy above the lowest of the compared OMol25 structures with the same formula, charge and spin   0.000 eV
Spin multiplicity   8
DFT total energy   -3590.052279 a.u.
Kohn-Sham gap (alpha / beta)   3.036 / 5.266 eV

Each line ends with the Mulliken charge.
Geometry (Å):
1 P 0.2195 -2.4440 1.0281  2.3098
2 P 0.6320 2.2160 1.0063  0.6639
3 C -0.2674 -0.7792 0.4089  3.1394
4 C 0.8433 0.3505 0.4930  -1.1839
5 H -1.3257 -0.5640 0.7460  -0.1573
6 H -0.4721 -0.8819 -0.6568  -3.2932
7 H 1.6581 0.0295 1.1600  0.7812
8 H 1.2725 0.4225 -0.5151  0.1737
9 C -1.1809 2.4220 0.7342  -1.4189
10 H -1.7111 2.6854 1.6745  0.4004
11 H -1.6730 1.5579 0.2604  0.6383
12 H -1.2987 3.2832 0.0750  0.5037
13 C 1.4225 3.4259 -0.0896  -1.3757
14 H 0.7100 3.8072 -0.8323  0.4153
15 H 2.2992 2.9937 -0.5883  0.3982
16 H 1.7569 4.2838 0.5151  0.3691
17 C -0.8534 -3.7227 0.4106  -1.6705
18 H -1.0568 -4.4665 1.1924  0.4756
19 H -0.3673 -4.2283 -0.4325  0.4599
20 H -1.8031 -3.2963 0.0637  0.4258
21 C 1.9202 -2.7677 0.6103  -1.6310
22 H 2.4873 -1.8402 0.4859  0.3475
23 H 1.9739 -3.3438 -0.3198  0.5483
24 H 2.3715 -3.3687 1.4116  0.4929
25 Eu -0.9993 0.4860 2.5819  -0.1175
26 C 0.2253 1.4696 -2.4252  0.3395
27 C -1.1062 1.4252 -2.2684  -0.2844
28 C -2.0074 0.6646 -3.1873  -1.3023
29 C -1.5026 -0.7389 -3.6259  -1.0025
30 C -0.7090 -1.4953 -2.6029  -0.0606
31 C 0.6245 -1.3850 -2.4010  -0.2127
32 C 1.5459 -0.5642 -3.2304  -0.8022
33 C 1.0201 0.8623 -3.5449  -1.0777
34 C 0.0709 -2.3650 2.8202  -1.4955
35 H 0.8292 2.1418 -1.8164  0.0668
36 H -1.6071 2.1890 -1.6745  0.7757
37 H -2.1862 1.2597 -4.1015  0.3375
38 H -2.9923 0.5487 -2.7128  0.3470
39 H -2.3984 -1.3433 -3.8340  0.4758
40 H -0.9667 -0.6542 -4.5825  0.3344
41 H -1.2715 -2.3052 -2.1122  0.2621
42 H 1.1256 -2.0808 -1.7105  0.2751
43 H 1.7544 -1.0840 -4.1777  0.3856
44 H 2.5150 -0.4766 -2.7176  0.3453
45 H 1.9039 1.5042 -3.7030  0.4312
46 H 0.4763 0.8637 -4.5043  0.3081
47 H 0.6995 -1.5632 3.2466  0.4227
48 H 0.4228 -3.3193 3.2406  0.5488
49 H -0.9739 -2.2502 3.1623  0.1766
50 Cl 0.7694 1.6958 7.0880  -0.1569
51 C 0.0502 1.3728 5.5444  0.2860
52 Cl 1.4032 1.2387 4.2502  -0.4195
53 Cl -0.8349 -0.2038 5.5260  -0.2464
54 C -0.9224 2.5443 5.0289  0.5231
55 O -0.8819 3.6066 5.6072  -0.6016
56 O -1.6337 2.1816 3.9947  -0.6743

Force components x, y, z for each atom (eV/Å):
P -0.6387 1.9484 0.6195
P -0.2891 -0.8505 1.8028
C 0.5563 0.4684 -0.7665
C 0.9293 -0.0145 -0.6134
H -0.2257 -0.6727 -0.1681
H 0.0177 -0.0715 0.4340
H -0.1513 0.1603 0.0120
H 0.0657 -0.2989 0.1668
C -0.5861 0.6489 -0.2156
H 0.3099 0.0538 -0.3911
H 0.0247 0.2793 0.0883
H -0.2733 -0.0595 0.0229
C 0.0244 0.2986 -0.8717
H 0.3371 -0.0214 -0.0030
H -0.1327 0.1871 0.0919
H -0.0953 -0.5212 0.0155
C -0.3072 -0.5438 -0.4656
H 0.0523 0.2320 -0.1224
H -0.0918 0.0839 0.0819
H 0.2311 -0.0495 0.2624
C 0.5573 -0.5403 -0.0458
H -0.1351 -0.1558 0.1448
H 0.0076 0.0828 0.1769
H -0.0278 0.1827 -0.1784
Eu -0.3701 0.4720 2.6638
C -0.3677 0.8604 -0.1682
C 0.6974 0.8254 -1.1140
C -0.4414 -0.3544 -0.1268
C -0.5233 -0.0032 -0.3426
C 1.1640 -0.6955 -0.4345
C -1.1062 -1.3261 -0.8165
C 0.4490 0.5806 -0.1161
C 0.4123 -0.2903 -0.2936
C 0.3681 -0.4328 0.4486
H -0.5330 -0.3019 -0.1508
H 0.2663 -0.5671 0.2121
H 0.0225 -0.1393 0.2948
H 0.2509 0.0453 -0.0563
H 0.2579 0.1909 -0.1053
H 0.0066 -0.1128 0.3716
H 0.3420 0.5717 0.1916
H -0.4235 0.3986 -0.2735
H -0.0195 0.0423 0.1844
H -0.2171 -0.0396 -0.0868
H -0.3465 -0.1969 -0.0322
H 0.0353 0.0268 0.4948
H -0.0006 -0.2212 -0.1169
H -0.0069 0.2720 -0.0363
H 0.1150 0.0501 -0.3811
Cl -0.1044 -0.0058 0.4891
C -2.7060 1.4130 1.6002
Cl 2.5497 -0.8114 -2.9086
Cl -0.3884 -0.4478 0.0897
C -0.1282 -0.9942 0.4409
O -0.0862 -0.0974 -0.4997
O 0.6722 0.4621 0.5000